# 1
The following is a quantum chemistry calculation of a cluster of 2 separate species, C6H16NO in total at a distorted geometry, from the Open Molecules 2025 dataset.

Computed properties:
* charge: +1
* frontier orbital gap: 0.3520 hartree
* multiplicity: 1

Geometry as XYZ:
```
24
Properties=species:S:1:pos:R:3:mulliken_charge:R:1
C -0.081 -1.503 2.648 -1.445
C 0.232 -1.055 1.308 0.201
C -0.930 -0.400 0.606 -0.664
C -0.783 -0.494 -0.925 -0.261
C -1.427 0.480 -1.680 -0.196
C -1.407 0.458 -3.138 -1.311
N 1.488 0.002 1.354 -0.207
H -0.191 -0.603 3.340 0.341
H -1.012 -2.047 2.658 0.379
H 0.699 -2.179 2.894 0.436
H 0.701 -1.941 0.766 0.356
H -1.105 0.664 0.890 0.330
H -1.867 -0.804 1.012 0.413
H -0.402 -1.435 -1.162 0.434
H -2.075 1.267 -1.123 0.254
H -2.022 1.263 -3.446 0.393
H -1.890 -0.298 -3.729 0.351
H -0.455 0.630 -3.434 0.328
H 1.225 0.751 1.938 0.380
H 1.637 0.535 0.528 0.181
H 2.251 -0.537 1.619 0.359
H 1.567 2.740 -0.713 0.323
H 2.500 1.570 -1.212 0.329
O 2.049 1.937 -0.403 -0.702
```

---

# 2
The following is a quantum chemistry calculation of a cluster of 3 separate species, C6H16NO3 in total at a distorted geometry, from the Open Molecules 2025 dataset.

Computed properties:
* charge: +1
* frontier orbital gap: 0.1909 hartree
* multiplicity: 1

Geometry as XYZ:
```
26
Properties=species:S:1:pos:R:3:mulliken_charge:R:1
C -1.529 2.481 -0.732 -1.058
C -1.407 -0.560 1.839 -0.137
C -2.505 -3.791 -0.575 -0.619
C 7.096 0.647 -0.582 -0.531
C -2.594 1.503 -0.479 -0.115
C -3.539 1.623 0.472 -0.888
N -1.241 -1.907 -0.017 0.260
O -1.924 -1.748 1.071 -0.021
O -1.555 -2.839 -0.846 -0.055
O 7.729 1.715 0.064 -0.496
H -1.996 3.289 -1.396 0.301
H -1.302 3.127 0.214 0.280
H -0.659 2.010 -1.156 0.315
H -1.647 -0.840 2.873 0.279
H -1.885 0.274 1.307 -0.016
H -0.258 -0.291 1.827 0.280
H -1.962 -4.667 -0.238 0.321
H -3.003 -3.969 -1.455 0.320
H -3.312 -3.415 0.010 0.346
H 6.860 0.822 -1.612 0.247
H 6.057 0.363 -0.285 0.238
H 7.659 -0.350 -0.540 0.221
H -2.664 0.624 -1.010 0.534
H 7.515 2.613 -0.392 0.321
H -4.279 0.852 0.576 0.290
H -3.658 2.435 1.063 0.384
```

---

# 3
The following is a quantum chemistry calculation of a cluster of 2 separate species, C6H16O2 in total at a distorted geometry, from the Open Molecules 2025 dataset.

Computed properties:
* SMILES: CCOC.CCOC
* frontier orbital gap: 0.3912 hartree
* multiplicity: 1

Geometry as XYZ:
```
24
Properties=species:S:1:pos:R:3:mulliken_charge:R:1
C 0.647 -0.954 -3.678 -1.006
C 1.984 -0.311 -4.071 -0.258
O 2.330 -0.349 -5.463 -0.342
C 2.418 -1.660 -5.969 -0.673
H 0.391 -0.661 -2.646 0.342
H 0.687 -2.055 -3.730 0.300
H -0.150 -0.598 -4.353 0.282
H 2.889 -0.742 -3.602 0.322
H 1.952 0.766 -3.817 0.241
H 1.575 -2.339 -5.758 0.270
H 3.342 -2.111 -5.570 0.285
H 2.521 -1.557 -7.063 0.237
C -2.796 0.341 4.031 -0.952
C -1.280 0.193 4.327 -0.251
O -0.721 1.547 4.238 -0.345
C -1.036 2.389 5.361 -0.575
H -3.167 -0.691 3.913 0.336
H -3.112 0.931 3.154 0.261
H -3.256 0.778 4.933 0.290
H -0.845 -0.383 3.488 0.255
H -1.023 -0.335 5.266 0.269
H -0.388 2.098 6.204 0.240
H -2.088 2.246 5.660 0.238
H -0.875 3.459 5.146 0.233
```

---

# 4
The following is a quantum chemistry calculation of a structure of composition C6H16O4 at a distorted geometry, from the Open Molecules 2025 dataset.

Computed properties:
* frontier orbital gap: 0.3631 hartree
* multiplicity: 1

Geometry as XYZ:
```
26
Properties=species:S:1:pos:R:3:mulliken_charge:R:1
C 0.734 -1.349 -0.590 1.377
C 1.604 -2.601 -0.549 -1.520
C 1.203 -0.345 -1.638 -1.475
O 0.688 -0.785 0.678 -0.803
O -0.617 -1.724 -1.007 -0.628
H 0.325 0.335 0.716 0.001
H -0.878 -2.515 -0.520 0.347
H 0.492 0.477 -1.705 0.193
H 1.245 -3.274 0.232 0.416
H 2.630 -2.325 -0.312 0.368
H 1.584 -3.119 -1.507 0.369
H 1.270 -0.819 -2.616 0.431
H 2.184 0.039 -1.361 0.337
C -1.791 0.590 1.133 -0.352
C -0.267 1.749 1.231 -0.372
C -0.488 2.806 0.156 -1.020
O -2.097 0.380 -0.159 -0.518
O -1.568 -0.484 1.906 -0.594
H -1.626 -0.422 -0.513 0.533
H -0.718 -0.911 1.566 0.581
H -2.501 1.282 1.583 0.527
H 0.806 1.636 1.435 0.446
H -0.547 2.146 2.210 0.460
H 0.136 3.684 0.330 0.360
H -1.524 3.145 0.139 0.303
H -0.281 2.405 -0.837 0.233
```